Computed, not measured: a cluster of 11 separate species, C5H32NO11 in total, with the ωB97M-V functional and the def2-TZVPD basis.

Positions of all 49 atoms, in Å:
C: -1.567 1.584 1.161
C: -0.316 0.855 0.599
C: -0.170 -0.451 1.295
C: 0.869 -0.135 2.442
C: 2.299 -0.151 1.925
O: 2.498 0.384 0.848
N: -0.473 0.720 -0.893
H: -1.937 2.522 0.725
H: -1.450 1.876 2.209
H: -2.425 0.925 1.114
H: 0.406 1.654 0.771
H: 0.187 -1.314 0.750
H: -1.005 -1.014 1.796
H: 0.664 -0.930 3.165
H: 0.604 0.801 2.927
H: 3.096 -0.607 2.516
H: -1.457 0.904 -1.192
H: -0.084 -0.157 -1.341
H: 0.059 1.483 -1.303
H: -4.877 -1.548 -1.184
H: -4.778 -0.519 -0.126
O: -4.842 -0.587 -1.090
H: -1.506 -1.373 -4.627
H: -2.098 -0.008 -4.191
O: -1.446 -0.677 -3.963
H: 2.200 -0.132 -0.819
H: 2.934 0.779 -1.818
O: 2.189 0.173 -1.755
H: 2.358 -2.333 -3.481
H: 1.869 -0.924 -3.177
O: 1.558 -1.794 -3.516
H: 0.930 -2.133 -1.829
H: -0.496 -2.148 -2.068
O: 0.093 -1.886 -1.339
H: 3.175 3.429 1.450
H: 2.389 2.978 2.745
O: 2.463 2.870 1.795
H: 0.142 -3.610 0.453
H: 0.168 -4.827 1.375
O: 0.717 -4.098 1.060
H: -3.599 2.072 -2.256
H: -3.807 0.606 -1.911
O: -3.106 1.249 -2.169
H: 2.663 -3.176 3.219
H: 1.337 -3.059 2.291
O: 2.002 -2.587 2.848
H: -0.260 4.825 1.470
H: 1.220 4.541 1.234
O: 0.608 4.948 1.864

Summary:
HOMO level: -12.53 eV
Kohn-Sham gap: 10.04 eV
relative energy (zero: lowest compared OMol25 entry of this formula, charge and spin): 2.291 eV
multiplicity: 1
net charge: +1

---

Computed, not measured: an isolated molecule of C3H4O3S, with the ωB97M-V functional and the def2-TZVPD basis.

Positions of all 11 atoms, in Å:
C: 0.602 -2.385 -0.015
C: 0.848 -1.218 0.033
C: -1.439 0.725 -0.125
O: 1.141 1.119 1.571
O: 2.376 1.113 -0.579
O: -0.125 1.197 -0.593
S: 1.240 0.726 0.193
H: 0.522 -3.330 -0.328
H: -1.515 1.263 0.871
H: -1.613 -0.410 -0.136
H: -2.036 1.199 -0.891

Summary:
HOMO level (alpha / beta): -5.84 / -11.67 eV
Kohn-Sham gap (alpha / beta): 6.40 / 8.08 eV
relative energy (zero: lowest compared OMol25 entry of this formula, charge and spin): 4.862 eV
multiplicity: 3
net charge: 0

---

Computed, not measured: a cluster of 5 separate species, C31H32ClN4O14P in total, with the ωB97M-V functional and the def2-TZVPD basis.

Positions of all 83 atoms, in Å:
O: 4.668 -0.022 3.200
C: 4.016 0.601 2.474
O: 4.533 1.606 1.669
C: 3.547 1.875 0.655
C: 2.469 0.738 0.863
C: 1.034 1.298 0.517
C: -0.020 0.525 1.375
C: -1.455 0.454 0.777
Cl: -1.532 0.164 -1.006
C: 2.945 -0.356 -0.171
P: 2.313 -2.061 0.158
O: 0.851 -2.196 -0.026
O: 2.824 -2.649 1.570
O: 3.001 -3.033 -1.005
O: 2.656 0.502 2.259
H: 3.146 2.909 0.571
H: 4.104 1.768 -0.309
H: 0.926 1.172 -0.576
H: 1.004 2.354 0.840
H: -0.115 1.083 2.332
H: 0.356 -0.478 1.676
H: -1.985 1.382 1.057
H: -1.995 -0.393 1.254
H: 4.058 -0.402 -0.155
H: 2.599 -0.010 -1.170
H: 2.238 -2.390 2.310
H: 3.161 -2.405 -1.735
C: 3.056 -4.530 7.998
C: 2.806 -3.180 7.788
C: 2.347 -2.743 6.555
C: 2.138 -3.669 5.544
C: 2.391 -5.018 5.740
C: 2.853 -5.447 6.975
N: 1.630 -3.214 4.247
O: 1.435 -2.013 4.097
O: 1.426 -4.054 3.394
H: 3.410 -4.869 8.965
H: 2.967 -2.468 8.587
H: 2.155 -1.690 6.398
H: 2.232 -5.738 4.949
H: 3.051 -6.498 7.141
C: -4.055 6.840 1.958
C: -3.872 5.796 2.856
C: -2.867 4.864 2.642
C: -2.051 4.994 1.528
C: -2.229 6.028 0.622
C: -3.238 6.954 0.841
N: -0.972 4.025 1.310
O: -0.857 3.112 2.117
O: -0.256 4.186 0.341
H: -4.837 7.569 2.131
H: -4.511 5.709 3.725
H: -2.731 4.054 3.345
H: -1.596 6.125 -0.250
H: -3.385 7.767 0.142
C: 1.391 -5.001 -6.841
C: 0.993 -3.699 -6.568
C: 1.773 -2.890 -5.755
C: 2.950 -3.397 -5.226
C: 3.354 -4.698 -5.485
C: 2.568 -5.501 -6.297
N: 3.790 -2.537 -4.386
O: 3.396 -1.402 -4.158
O: 4.831 -3.000 -3.963
H: 0.783 -5.629 -7.481
H: 0.075 -3.313 -6.993
H: 1.456 -1.877 -5.548
H: 4.270 -5.093 -5.068
H: 2.873 -6.518 -6.509
C: -5.937 0.298 -4.133
C: -6.930 1.219 -4.448
C: -6.788 2.547 -4.076
C: -5.646 2.942 -3.395
C: -4.653 2.031 -3.070
C: -4.802 0.703 -3.442
N: -5.480 4.353 -3.021
O: -6.380 5.123 -3.304
O: -4.452 4.672 -2.452
H: -6.048 -0.738 -4.430
H: -7.814 0.900 -4.985
H: -7.565 3.257 -4.324
H: -3.764 2.336 -2.535
H: -4.032 -0.017 -3.196

Summary:
SMILES string: O=C1OC[C@@](CCCCl)(CP(=O)(O)O)O1.O=[N+]([O-])c1ccccc1.O=[N+]([O-])c1ccccc1.O=[N+]([O-])c1ccccc1.O=[N+]([O-])c1ccccc1
HOMO level: -9.67 eV
Kohn-Sham gap: 8.98 eV
multiplicity: 1
net charge: 0

---

Computed, not measured: a structure of composition C56H45BEuF5N3O5P2S, with the ωB97M-V functional and the def2-TZVPD basis.

Positions of all 119 atoms, in Å:
Eu: -0.127 -0.846 -0.380
O: 1.772 0.429 -0.564
P: 2.595 1.622 -0.297
C: 1.681 2.888 0.686
P: -0.160 2.747 0.469
O: -0.693 1.383 0.360
C: -0.725 3.630 1.960
C: -0.169 4.840 2.357
C: -0.628 5.478 3.493
C: -1.644 4.907 4.242
C: -2.194 3.695 3.858
C: -1.736 3.059 2.717
C: -0.717 3.731 -0.958
C: -1.342 3.013 -1.972
C: -1.852 3.675 -3.075
C: -1.761 5.054 -3.156
C: -1.170 5.772 -2.126
C: -0.643 5.115 -1.030
C: 4.091 1.201 0.627
C: 4.767 2.096 1.446
C: 5.911 1.686 2.103
C: 6.382 0.392 1.935
C: 5.722 -0.492 1.099
C: 4.576 -0.085 0.442
C: 3.137 2.559 -1.764
C: 4.446 3.002 -1.909
C: 4.786 3.799 -2.988
C: 3.825 4.152 -3.921
C: 2.525 3.691 -3.790
C: 2.180 2.898 -2.710
H: 2.029 3.888 0.431
H: 1.865 2.684 1.743
H: 0.636 5.277 1.786
H: -0.194 6.420 3.797
H: -1.996 5.406 5.131
H: -2.979 3.252 4.452
H: -2.130 2.101 2.413
H: -1.435 1.939 -1.896
H: -2.308 3.105 -3.870
H: -2.152 5.576 -4.018
H: -1.126 6.851 -2.166
H: -0.184 5.678 -0.231
H: 4.396 3.105 1.561
H: 6.435 2.374 2.752
H: 7.268 0.074 2.463
H: 6.080 -1.501 0.977
H: 4.033 -0.761 -0.202
H: 5.192 2.717 -1.181
H: 5.804 4.148 -3.098
H: 4.094 4.787 -4.753
H: 1.777 3.941 -4.525
H: 1.176 2.517 -2.610
C: -0.139 -5.658 6.120
C: 0.443 -4.700 5.119
C: -0.205 -4.421 3.921
C: 0.325 -3.517 3.012
C: 1.531 -2.904 3.299
C: 2.190 -3.169 4.486
C: 1.646 -4.061 5.391
S: 2.319 -1.700 2.158
O: 3.757 -2.013 2.365
O: 0.726 0.791 2.573
N: 1.711 -2.286 0.728
C: 2.214 -3.352 0.091
C: 3.243 -4.189 0.547
C: 3.737 -5.221 -0.237
C: 3.249 -5.476 -1.497
C: 2.175 -4.715 -1.991
C: 1.585 -4.935 -3.253
C: 0.481 -4.213 -3.620
C: -0.047 -3.275 -2.720
N: 0.514 -3.003 -1.559
C: 1.622 -3.678 -1.190
H: -0.807 -6.365 5.636
H: -0.699 -5.106 6.877
H: 0.647 -6.219 6.623
H: -1.140 -4.918 3.700
H: -0.196 -3.278 2.092
H: 3.126 -2.670 4.689
H: 2.154 -4.268 6.323
H: 3.676 -4.011 1.518
H: 4.537 -5.835 0.158
H: 3.662 -6.270 -2.105
H: 2.004 -5.691 -3.906
H: 0.018 -4.353 -4.584
H: -0.952 -2.726 -2.954
F: -1.778 -0.215 -1.472
O: -0.275 0.185 3.342
N: 0.126 -0.405 2.143
F: -0.730 -0.761 -4.542
B: 0.343 -0.055 -4.075
F: 0.573 -0.408 -2.691
F: 0.107 1.303 -4.137
F: 1.478 -0.376 -4.789
C: -2.014 -2.146 0.521
C: -3.160 -1.886 0.111
C: -4.317 -1.417 -0.467
C: -4.704 -1.891 -1.774
C: -4.311 -3.160 -2.221
C: -4.601 -3.574 -3.503
C: -5.271 -2.731 -4.378
C: -5.649 -1.465 -3.956
C: -5.379 -1.049 -2.670
C: -5.008 -0.293 0.142
C: -4.272 0.707 0.786
C: -4.912 1.821 1.291
C: -6.293 1.941 1.202
C: -7.034 0.932 0.606
C: -6.400 -0.172 0.073
H: -3.779 -3.807 -1.540
H: -4.292 -4.557 -3.832
H: -5.481 -3.049 -5.390
H: -6.143 -0.791 -4.643
H: -5.640 -0.047 -2.364
H: -3.193 0.609 0.816
H: -4.336 2.616 1.742
H: -6.788 2.822 1.588
H: -8.111 1.016 0.541
H: -6.981 -0.960 -0.390

Summary:
HOMO level (alpha / beta): -1.05 / -1.07 eV
Kohn-Sham gap (alpha / beta): 4.80 / 4.82 eV
multiplicity: 8
net charge: -2

---

Computed, not measured: a cluster of 2 separate species, C5H16N2O in total, with the ωB97M-V functional and the def2-TZVPD basis.

Positions of all 24 atoms, in Å:
C: -1.123 -1.009 0.395
N: -0.883 0.123 1.317
C: -0.859 1.363 0.559
C: -1.912 0.212 2.372
C: 0.227 -1.595 -0.094
C: 0.209 -3.140 -0.108
N: 0.679 -1.023 -1.350
H: -1.591 -0.656 -0.530
H: -1.719 -1.770 0.885
H: -0.779 2.230 1.211
H: -0.033 1.438 -0.127
H: -1.795 1.524 0.007
H: -2.447 1.163 2.465
H: -1.417 0.038 3.325
H: -2.714 -0.510 2.202
H: 0.978 -1.346 0.630
H: -0.809 -3.529 -0.169
H: 0.824 -3.495 -0.931
H: 0.556 -3.523 0.852
H: 1.070 -1.630 -2.052
H: 1.333 -0.265 -1.250
H: 3.724 4.128 -1.801
H: 2.381 3.818 -2.413
O: 3.187 4.310 -2.548

Summary:
SMILES string: C[C@@H](N)CN(C)C.O
HOMO level: -8.53 eV
Kohn-Sham gap: 9.09 eV
relative energy (zero: lowest compared OMol25 entry of this formula, charge and spin): 1.484 eV
multiplicity: 1
net charge: 0

---

Computed, not measured: a structure of composition C39H22F5N2O3PSZn, with the ωB97M-V functional and the def2-TZVPD basis.

Positions of all 74 atoms, in Å:
Zn: -0.187 0.088 -1.599
C: -1.482 0.058 6.135
C: -1.369 -1.170 5.496
C: -1.013 -1.231 4.155
C: -0.770 -0.067 3.428
C: -0.909 1.160 4.077
C: -1.250 1.225 5.420
P: -0.304 -0.019 1.644
C: -0.800 -1.706 1.138
C: 0.091 -2.759 0.964
C: -0.359 -3.993 0.514
C: -1.705 -4.187 0.239
C: -2.602 -3.141 0.414
C: -2.151 -1.906 0.852
C: 1.520 -0.167 1.769
C: 2.141 -0.255 2.990
C: 3.546 -0.299 3.103
C: 4.309 -0.270 1.977
C: 3.713 -0.192 0.693
C: 4.538 -0.191 -0.454
C: 3.970 -0.130 -1.691
C: 2.570 -0.053 -1.824
C: 1.692 -0.041 -0.754
C: 2.292 -0.123 0.550
H: -1.761 0.105 7.181
H: -1.558 -2.086 6.044
H: -0.925 -2.192 3.662
H: -0.758 2.072 3.510
H: -1.353 2.189 5.904
H: 1.147 -2.608 1.147
H: 0.350 -4.794 0.346
H: -2.050 -5.141 -0.141
H: -3.650 -3.271 0.172
H: -2.851 -1.084 0.944
H: 1.552 -0.293 3.897
H: 4.005 -0.364 4.083
H: 5.393 -0.316 2.038
H: 5.614 -0.247 -0.324
H: 4.593 -0.136 -2.580
H: 2.170 0.009 -2.831
O: -0.144 2.125 -5.237
C: -0.105 1.794 -4.049
O: -0.050 0.629 -3.567
C: -0.035 2.940 -3.033
C: -0.438 4.247 -3.420
C: -0.358 5.255 -2.513
C: 0.157 4.990 -1.217
C: 0.303 5.979 -0.217
C: 0.825 5.657 1.005
C: 1.224 4.329 1.281
C: 1.085 3.353 0.336
C: 0.545 3.664 -0.934
N: 0.425 2.663 -1.846
H: -0.801 4.384 -4.428
H: -0.676 6.263 -2.761
H: -0.006 6.995 -0.436
H: 0.933 6.419 1.767
H: 1.640 4.085 2.251
H: 1.375 2.325 0.517
S: -4.640 1.481 -0.425
C: -3.100 1.080 -0.821
N: -1.998 0.813 -1.083
F: -3.136 -5.453 -5.227
C: -2.477 -4.570 -4.437
C: -1.271 -4.904 -3.852
F: -0.750 -6.133 -4.069
C: -0.600 -4.001 -3.055
F: 0.569 -4.393 -2.508
C: -1.084 -2.698 -2.770
O: -0.451 -1.910 -1.994
C: -2.321 -2.405 -3.397
F: -2.879 -1.204 -3.195
C: -2.990 -3.307 -4.199
F: -4.167 -2.966 -4.760

Summary:
HOMO level: -2.51 eV
Kohn-Sham gap: 6.70 eV
relative energy (zero: lowest compared OMol25 entry of this formula, charge and spin): 0.273 eV
multiplicity: 1
net charge: -2

---

Computed, not measured: a cluster of 2 separate species, C2H7N2O2 in total, with the ωB97M-V functional and the def2-TZVPD basis.

Positions of all 13 atoms, in Å:
C: 0.642 1.801 0.035
C: 0.078 -0.462 0.326
N: -2.124 -0.309 0.414
N: 0.121 -1.752 -0.379
O: -2.457 0.695 -0.072
O: 0.541 0.475 -0.556
H: 1.138 1.544 0.998
H: -0.370 2.162 0.326
H: 1.428 2.419 -0.572
H: 0.452 -0.351 1.395
H: 1.140 -2.166 -0.241
H: -0.052 -1.513 -1.422
H: -0.538 -2.542 -0.252

Summary:
HOMO level (alpha / beta): -12.66 / -12.84 eV
Kohn-Sham gap (alpha / beta): 8.07 / 8.03 eV
relative energy (zero: lowest compared OMol25 entry of this formula, charge and spin): 6.078 eV
multiplicity: 1
net charge: +1

---

Computed, not measured: an isolated molecule of C9H11F2IO, with the ωB97M-V functional and the def2-TZVPD basis.

Positions of all 24 atoms, in Å:
C: 1.570 0.981 0.049
C: 0.546 0.048 -0.012
C: 1.062 2.247 -0.123
C: -0.549 0.798 -0.269
C: 1.632 3.636 -0.171
C: 0.657 -2.012 -1.251
C: -0.391 -2.106 0.946
C: 0.666 -1.401 0.137
C: -3.617 -1.076 0.995
O: -0.265 2.134 -0.259
F: -3.627 0.015 1.676
F: -4.794 -1.187 0.373
I: -2.345 0.101 -1.031
H: 2.574 0.720 0.107
H: 1.224 4.266 0.605
H: 2.786 3.568 -0.030
H: 1.247 4.264 -1.145
H: 1.463 -1.511 -1.812
H: -0.321 -1.756 -1.820
H: 0.779 -3.097 -1.311
H: -0.039 -3.142 1.008
H: -1.435 -2.159 0.729
H: -0.470 -1.736 2.059
H: 1.649 -1.595 0.550

Summary:
HOMO level: -8.15 eV
Kohn-Sham gap: 8.57 eV
multiplicity: 1
net charge: 0

---

Number 1: E -1091.86125 Ha. Number 2: E -740.26016 Ha. Number 3: E -3274.14538 Ha. Number 4: E -5017.05305 Ha. Number 5: E -384.80355 Ha. Number 6: E -4852.99323 Ha. Number 7: E -339.95675 Ha. Number 8: E -922.04747 Ha.